A) # C2H11N3O

A cluster of 2 separate species, C2H11N3O in total (ωB97M-V/def2-TZVPD, the OMol25 dataset).

Bonds (Å) are listed after each position.
CARTESIAN COORDINATES (ANGSTROEM)
1 N -1.95345 0.21673 -0.40918  C2 1.531, H4 1.017, H5 1.003
2 C -2.32519 -0.41040 0.93755  N1 1.531, N3 1.474, H6 1.078, H7 1.128
3 N -2.00246 -1.84806 0.90546  C2 1.474, H8 0.957, H9 1.012
4 H -2.17450 -0.23468 -1.29381  N1 1.017
5 H -1.99849 1.17704 -0.69374  N1 1.003
6 H -3.35834 -0.25764 1.20542  C2 1.078
7 H -1.76456 -0.02011 1.83540  C2 1.128
8 H -2.66395 -2.53857 0.85716  N3 0.957
9 H -1.40184 -2.05273 0.11754  N3 1.012
10 N 1.22100 1.30417 0.11603  C11 1.509, H13 1.007, H14 1.009
11 C 1.87265 0.37719 -0.88090  N10 1.509, O12 1.388, H15 1.034, H16 1.037
12 O 3.25059 0.40352 -0.71594  C11 1.388, H17 0.930
13 H 0.65759 0.73643 0.72758  N10 1.007
14 H 1.89447 1.48302 0.84563  N10 1.009
15 H 1.68327 0.72033 -1.83827  C11 1.034
16 H 1.55424 -0.59950 -0.74281  C11 1.037
17 H 3.42703 0.84760 0.08140  O12 0.930

Computed properties:
- LUMO (eV) = 0.973
- Kohn-Sham gap (eV) = 10.0
- net charge = 0
- HOMO (eV) = -8.99
- SMILES string = NCN.NCO

B) # C2H11N3O

A cluster of 3 separate species, C2H11N3O in total (ωB97M-V/def2-TZVPD, the OMol25 dataset).

Bonds (Å) are listed after each position.
CARTESIAN COORDINATES (ANGSTROEM)
1 C 1.40241 1.41506 0.10857  N2 1.324, H6 1.088, H8 1.095
2 N 0.54831 2.12428 0.82932  C1 1.324, H5 1.016
3 O -1.22800 0.98667 1.33146  H4 0.963
4 H -1.62515 1.81359 1.03945  O3 0.963
5 H 0.70533 2.04622 1.83016  N2 1.016
6 H 1.50919 1.73878 -0.92488  C1 1.088
7 H 0.59986 0.07655 -0.23438  N10 1.215
8 H 2.33658 1.05025 0.54868  C1 1.095
9 C -0.77842 -1.06681 -1.56450  N10 1.457, H15 1.092, H16 1.090, H17 1.092
10 N -0.28064 -0.76069 -0.23012  H7 1.215, C9 1.457, N11 1.446, H12 1.242
11 N 0.22310 -1.94645 0.42638  N10 1.446, H13 1.017, H14 1.017
12 H -0.95267 -0.02711 0.51312  N10 1.242
13 H 0.83419 -1.62549 1.17331  N11 1.017
14 H -0.56731 -2.40808 0.87033  N11 1.017
15 H -0.01274 -1.56244 -2.16441  C9 1.092
16 H -1.06398 -0.13149 -2.04582  C9 1.090
17 H -1.65006 -1.72283 -1.50668  C9 1.092

Computed properties:
- LUMO (spin up / spin down) (eV) = 0.602 / 0.602
- Kohn-Sham gap (spin up / spin down) (eV) = 8.8 / 8.8
- net charge = 0
- HOMO (spin up / spin down) (eV) = -8.22 / -8.22

The least stable of them is B).

A) # C2H11N3O

A cluster of 2 separate species, C2H11N3O in total (ωB97M-V/def2-TZVPD, the OMol25 dataset).

Bonds (Å) are listed after each position.
CARTESIAN COORDINATES (ANGSTROEM)
1 N 1.98168 -1.43246 0.52118  C2 1.465, H4 0.994, H5 1.007
2 C 0.95821 -2.46985 0.37503  N1 1.465, N3 1.449, H6 1.106, H7 1.091
3 N 0.94177 -3.22433 1.61168  C2 1.449, H8 1.006, H9 1.004
4 H 2.25191 -1.10642 -0.37841  N1 0.994
5 H 2.77333 -1.84075 0.99157  N1 1.007
6 H -0.05461 -2.03441 0.28677  C2 1.106
7 H 1.14523 -3.00493 -0.55730  C2 1.091
8 H 0.34006 -4.03010 1.62130  N3 1.006
9 H 0.75504 -2.59851 2.37406  N3 1.004
10 N -2.12768 2.11964 -0.23742  C11 1.433, H13 1.008, H14 1.015
11 C -1.55460 3.20174 -0.98222  N10 1.433, O12 1.461, H15 1.101, H16 1.089
12 O -0.09553 3.13239 -0.98635  C11 1.461, H17 0.955
13 H -1.92535 1.24615 -0.69741  N10 1.008
14 H -1.63348 2.09353 0.64922  N10 1.015
15 H -1.91658 3.08646 -2.01573  C11 1.101
16 H -1.87766 4.22254 -0.78239  C11 1.089
17 H 0.03825 2.63931 -1.79358  O12 0.955

Computed properties:
- LUMO (eV) = 0.717
- Kohn-Sham gap (eV) = 9.8
- net charge = 0
- HOMO (eV) = -9.03
- SMILES string = NCN.NCO

B) # C2H11N3O

A cluster of 2 separate species, C2H11N3O in total (ωB97M-V/def2-TZVPD, the OMol25 dataset).

Bonds (Å) are listed after each position.
CARTESIAN COORDINATES (ANGSTROEM)
1 C -0.94846 0.58065 0.69414  C2 1.521, N3 1.460, H6 1.095, H7 1.095
2 C -0.60915 2.03881 0.42464  C1 1.521, H8 1.088, H9 1.087, H10 1.090
3 N -1.79771 0.05512 -0.37152  C1 1.460, H4 1.015, H5 1.016
4 H -1.96241 -0.93295 -0.20760  N3 1.015
5 H -1.29496 0.13011 -1.25174  N3 1.016
6 H -1.51649 0.50240 1.62685  C1 1.095
7 H -0.01961 0.01161 0.80916  C1 1.095
8 H -0.06957 2.12787 -0.51640  C2 1.088
9 H 0.01479 2.43345 1.22251  C2 1.087
10 H -1.51953 2.63384 0.35796  C2 1.090
11 N 1.59726 -0.37752 -1.02833  O13 1.424, H15 1.017, H16 1.015
12 N 0.79824 -2.05014 0.38003  O13 1.422, H14 1.013, H17 1.019
13 O 1.78279 -1.71977 -0.59146  N11 1.424, N12 1.422
14 H 0.29397 -2.85455 0.02586  N12 1.013
15 H 1.52297 -0.41100 -2.04192  N11 1.017
16 H 2.42887 0.14024 -0.76191  N11 1.015
17 H 1.29900 -2.30815 1.22974  N12 1.019

Computed properties:
- LUMO (eV) = 0.919
- Kohn-Sham gap (eV) = 9.6
- net charge = 0
- HOMO (eV) = -8.69
- SMILES string = CCN.NON

The least stable of them is B).